(1)
The following is a DFT calculation (ωB97M-V/def2-TZVPD) of an isolated molecule of C8H12O in a non-equilibrium geometry.

XYZ file:
```
21
Properties=species:S:1:pos:R:3:forces:R:3
C -3.288612 0.396166 -0.513370 -0.05 -0.11 -0.05
C -1.906312 0.004716 -0.175570 0.19 0.21 -0.08
C -1.108482 -1.043584 -0.379540 0.23 0.26 0.08
C 0.027838 -0.432864 0.466580 -0.08 0.11 -0.75
C 1.506498 -0.550474 0.243330 -0.10 0.38 0.01
C 2.271738 0.416336 1.143610 0.00 -0.42 0.06
C 1.816838 -0.295664 -1.234350 -0.02 -0.23 0.44
O -0.531772 -0.185474 1.739410 0.14 -0.37 1.49
C -0.858682 0.715666 0.699230 -0.08 -0.17 -0.76
H -3.857662 0.568106 0.400840 -0.10 0.02 0.01
H -3.775632 -0.381664 -1.100150 -0.08 0.05 -0.01
H -3.289252 1.326626 -1.084590 -0.07 -0.01 -0.01
H -1.216522 -2.003174 -0.845780 -0.15 -0.28 -0.11
H 1.795098 -1.575254 0.489810 0.02 -0.10 0.05
H 3.344828 0.244116 1.066190 0.04 0.04 -0.04
H 1.972718 0.279306 2.179140 0.03 0.04 0.11
H 2.065578 1.443226 0.862790 -0.04 0.24 -0.08
H 1.561968 0.723156 -1.493990 -0.08 0.31 -0.11
H 1.248318 -0.962764 -1.869430 -0.10 -0.15 -0.22
H 2.873118 -0.448314 -1.425220 0.20 -0.01 -0.08
H -0.651612 1.761816 0.831050 0.09 0.20 0.04
```
Positions in Å, forces in eV/Å.

As for the spin multiplicity: 1. Its orbital gap is 0.359 hartree. The calculation puts the largest force on an atom at 1.54 eV Å⁻¹. Its relative energy (zero: lowest compared OMol25 entry of this formula, charge and spin) is 2.8631 eV. Its HOMO energy is -0.32191 Eh. The LUMO energy is 1.00 eV. The calculation puts the calculated total energy at -10535.0988 eV.

These are the Mulliken partial charges, in e, on atoms 1 to 8: -1.233, 0.536, -1.437, 0.904, 0.868, -1.579, -1.478, -0.547


(2)
The following is a DFT calculation (ωB97M-V/def2-TZVPD) of a structure of composition C8H12O in a non-equilibrium geometry.

XYZ file:
```
21
Properties=species:S:1:pos:R:3:forces:R:3
C -3.196833 -0.400299 -0.289848 -1.10 2.17 1.57
C -2.448142 0.973805 -0.551155 -2.51 -0.24 0.64
C -2.057940 0.103732 0.599045 0.01 -1.48 -4.39
C -0.758141 -0.560293 0.277729 0.83 -0.90 2.63
C 0.356433 0.052402 -0.164919 -2.36 0.38 0.11
C 1.647950 -0.418614 0.423721 0.87 0.12 -1.44
C 2.607542 0.816887 0.683281 0.62 -0.95 0.16
C 2.697683 -0.711802 -0.591478 1.53 -2.77 -3.37
H -4.257938 -0.475480 0.110261 1.42 1.01 -0.27
H -3.098287 -1.262307 -0.859821 1.04 -1.15 -1.34
H -3.066231 1.878468 -0.366284 0.57 -0.74 -0.19
H -1.755973 1.048643 -1.376858 -0.19 -0.08 -0.04
H -2.312111 0.307778 1.579926 -0.03 0.58 1.85
H -0.629637 -1.563878 0.806746 0.00 1.36 -0.51
H 0.128601 0.979251 -0.830732 1.39 -1.32 1.55
H 1.549782 -1.327125 1.042682 -0.31 1.15 0.54
H 3.309365 0.747656 1.514767 -0.35 -0.04 0.34
H 2.126121 1.778420 0.652018 -0.16 0.41 -0.06
H 2.438481 -0.823830 -1.646473 -0.93 -0.29 -0.07
H 3.354652 -1.642707 -0.482757 -0.50 1.14 0.81
O 3.364632 0.499300 -0.529847 0.16 1.64 1.49
```
Positions in Å, forces in eV/Å.

As for the spin multiplicity: 1. Its orbital gap is 0.365 hartree. The calculation puts the largest force on an atom at 4.63 eV Å⁻¹. Its relative energy (zero: lowest compared OMol25 entry of this formula, charge and spin) is 4.3990 eV. Its HOMO energy is -0.32582 Eh. The LUMO energy is 1.08 eV. The calculation puts the calculated total energy at -10533.5629 eV.

These are the Mulliken partial charges, in e, on atoms 1 to 8: -0.619, -0.611, 0.044, -0.480, -0.564, 0.578, -0.540, -0.521


(3)
The following is a DFT calculation (ωB97M-V/def2-TZVPD) of an isolated molecule of C8H12O in a non-equilibrium geometry.

XYZ file:
```
21
Properties=species:S:1:pos:R:3:forces:R:3
C 2.951892 0.616893 1.187863 -0.93 0.38 -1.53
C 2.085226 0.284309 0.406517 -2.78 -2.62 -0.24
C 0.734962 -0.609719 -0.164628 3.58 0.17 2.20
C 0.829346 -0.806412 -1.663168 1.88 -1.05 1.30
O 0.818895 -1.966666 0.516902 -0.98 2.89 -0.65
C -0.490088 0.090127 0.298556 -1.16 2.88 1.08
C -0.763879 1.488996 -0.264462 -1.78 -2.84 -2.89
C -0.994384 0.099772 1.765947 -1.74 1.08 -1.94
C -1.704581 -0.656666 0.707952 -2.33 0.96 -1.75
H 3.663304 1.315367 1.491442 0.95 0.29 0.83
H 0.680672 -0.027621 -2.361651 0.06 1.21 -0.19
H 0.104289 -1.519172 -1.805149 -2.13 -1.69 -0.85
H 1.758793 -1.371552 -1.859691 -0.10 0.67 -0.14
H 1.440304 -2.512953 0.052574 0.64 -0.19 -0.48
H -1.595055 1.803207 0.338464 -0.11 1.00 -0.17
H -1.135595 1.340647 -1.350067 0.30 0.49 1.42
H 0.056418 2.125121 -0.354629 1.37 1.18 0.51
H -1.621234 0.939750 2.184393 1.52 -0.78 -0.50
H -0.348388 -0.419817 2.326405 1.77 -1.82 2.77
H -1.563872 -1.681055 0.538479 -0.20 -1.47 0.48
H -2.744341 -0.258680 0.341318 2.14 -0.75 0.73
```
Positions in Å, forces in eV/Å.

As for the spin multiplicity: 1. Its orbital gap is 0.381 hartree. The calculation puts the largest force on an atom at 4.42 eV Å⁻¹. Its relative energy (zero: lowest compared OMol25 entry of this formula, charge and spin) is 4.7500 eV. Its HOMO energy is -0.34922 Eh. The LUMO energy is 0.86 eV. The calculation puts the calculated total energy at -10533.2119 eV.

These are the Mulliken partial charges, in e, on atoms 1 to 8: -0.224, -0.976, 1.324, -1.706, -0.553, 0.733, -1.552, -0.841


(4)
The following is a DFT calculation (ωB97M-V/def2-TZVPD) of a cluster of 2 separate species, C8H12O2 in total in a non-equilibrium geometry.

XYZ file:
```
22
Properties=species:S:1:pos:R:3:forces:R:3
C -2.979933 1.385749 -1.938928 -0.16 0.38 -0.05
C -2.161373 0.111507 -1.809013 0.65 -0.14 0.78
C -1.015578 0.236411 -0.734577 -0.37 -0.22 -1.64
C 0.360098 0.125797 -1.128657 -1.70 -0.10 1.42
C 1.317465 0.140701 -0.107418 -0.20 0.52 -1.47
C 0.942558 0.348835 1.219308 0.44 -0.82 -1.87
O 1.890736 0.348542 2.149795 1.71 -0.11 1.96
C -0.386207 0.488600 1.565760 0.01 -0.23 1.32
C -1.376686 0.428319 0.611700 0.31 0.31 -1.00
H -2.328153 2.216246 -2.258405 -0.33 -0.20 0.14
H -3.451068 1.657396 -0.979320 0.15 -0.02 -0.40
H -3.772450 1.250012 -2.693987 0.22 0.15 0.30
H -2.836241 -0.706392 -1.491165 0.36 0.22 -0.21
H -1.781095 -0.138870 -2.818051 0.15 -0.08 0.64
H 0.609902 -0.006025 -2.189702 -0.02 0.04 0.60
H 2.369562 0.087649 -0.417079 -0.31 -0.09 0.49
H 2.760788 -0.049812 1.903902 -1.36 0.45 -0.18
H -0.628804 0.520673 2.636140 0.08 0.27 -0.49
H -2.412951 0.616601 0.922020 0.39 -0.40 -0.32
O 4.667194 -2.755131 2.449885 0.90 -0.76 0.18
H 4.842714 -3.254184 3.279582 -0.18 0.53 -0.91
H 5.369520 -3.052623 1.828211 -0.74 0.28 0.70
```
Positions in Å, forces in eV/Å.

As for the spin multiplicity: 1. Its orbital gap is 0.319 hartree. The calculation puts the largest force on an atom at 2.60 eV Å⁻¹. Its relative energy (zero: lowest compared OMol25 entry of this formula, charge and spin) is 0.1349 eV. Its HOMO energy is -0.29636 Eh. The LUMO energy is 0.61 eV. The calculation puts the calculated total energy at -12585.3031 eV.

These are the Mulliken partial charges, in e, on atoms 1 to 8: -1.035, -0.681, 0.581, -0.832, -0.266, 0.680, -0.561, -0.491